Arrangement i

Density functional theory data (wB97M-V/def2-TZVPD) for an isolated molecule of C19H21FN2O4S.

```
! RIJCOSX wB97M-V def2-TZVPD def2/J DEFGRID3
* xyz 0 1
C -3.648 -2.245 1.032
O -3.027 -1.050 0.626
C -3.810 -0.021 0.207
C -5.193 0.029 0.330
C -5.891 1.164 -0.047
C -5.225 2.268 -0.544
C -3.850 2.222 -0.698
C -3.142 1.086 -0.347
N -1.746 1.030 -0.529
C -1.102 0.006 -1.133
O -1.636 -0.895 -1.735
C 0.429 0.143 -0.988
C 1.148 -1.141 -1.408
C 0.921 -2.243 -0.375
C 1.364 -1.764 1.005
C 0.579 -0.506 1.372
N 0.725 0.528 0.373
S 1.773 1.774 0.623
O 1.423 2.787 -0.332
O 1.738 2.091 2.019
C 3.411 1.157 0.222
C 3.878 1.251 -1.075
C 5.115 0.720 -1.396
C 5.851 0.107 -0.395
F 7.051 -0.416 -0.700
C 5.396 0.018 0.912
C 4.157 0.553 1.216
H -4.238 -2.103 1.944
H -2.838 -2.945 1.234
H -4.285 -2.651 0.241
H -5.736 -0.811 0.734
H -6.965 1.182 0.061
H -5.771 3.156 -0.823
H -3.312 3.067 -1.100
H -1.185 1.798 -0.184
H 0.739 0.982 -1.620
H 2.218 -0.944 -1.512
H 0.751 -1.453 -2.375
H -0.142 -2.489 -0.354
H 1.474 -3.138 -0.663
H 1.181 -2.535 1.754
H 2.434 -1.544 0.992
H 0.913 -0.073 2.315
H -0.487 -0.750 1.451
H 3.275 1.754 -1.815
H 5.513 0.777 -2.397
H 6.008 -0.458 1.661
H 3.763 0.525 2.220
*
```

Computed properties:
HOMO (eV): -8.4

Electronic structure analysis, natural (NBO) charges in units of e: number 1, C, carries -0.2494; number 2, O, carries -0.5125; number 3, C, carries 0.3732; number 4, C, carries -0.3048; number 5, C, carries -0.1979; number 6, C, carries -0.2361; number 7, C, carries -0.1929; number 8, C, carries 0.0659; number 9, N, carries -0.6229; number 10, C, carries 0.6916; number 11, O, carries -0.6018; number 12, C, carries -0.1561; number 13, C, carries -0.4137; number 14, C, carries -0.4060; number 15, C, carries -0.4154; number 16, C, carries -0.2369; number 17, N, carries -0.6972; number 18, S, carries 2.3471; number 19, O, carries -0.9506; number 20, O, carries -0.9365; number 21, C, carries -0.3540; number 22, C, carries -0.1776; number 23, C, carries -0.2700; number 24, C, carries 0.4135; number 25, F, carries -0.3153; number 26, C, carries -0.2805; number 27, C, carries -0.1649; number 28, H, carries 0.1744; number 29, H, carries 0.1984; number 30, H, carries 0.1843; number 31, H, carries 0.2177; number 32, H, carries 0.2140; number 33, H, carries 0.2157; number 34, H, carries 0.2175; number 35, H, carries 0.4225; number 36, H, carries 0.2540; number 37, H, carries 0.2048; number 38, H, carries 0.2404; number 39, H, carries 0.2162; number 40, H, carries 0.2119; number 41, H, carries 0.2146; number 42, H, carries 0.1976; number 43, H, carries 0.2371; number 44, H, carries 0.2147; number 45, H, carries 0.2448; number 46, H, carries 0.2376; number 47, H, carries 0.2386; number 48, H, carries 0.2452



Arrangement ii

Density functional theory data (wB97M-V/def2-TZVPD) for an isolated molecule of C19H21FN2O4S.

```
! RIJCOSX wB97M-V def2-TZVPD def2/J DEFGRID3
* xyz 0 1
C -6.462 -1.557 0.087
O -5.153 -1.255 -0.332
C -4.753 0.050 -0.326
C -5.541 1.129 0.042
C -5.027 2.416 -0.005
C -3.735 2.639 -0.440
C -2.939 1.570 -0.818
C -3.426 0.274 -0.740
N -2.667 -0.846 -1.103
C -1.347 -1.082 -0.934
O -0.807 -2.076 -1.377
C -0.561 -0.073 -0.147
C 0.618 0.438 -0.674
C 1.404 1.286 0.080
S 2.940 1.887 -0.639
O 2.645 2.345 -1.963
O 3.559 2.773 0.299
N 3.902 0.561 -0.798
C 4.489 -0.043 0.377
C 3.608 -1.112 1.032
C 3.810 -2.354 0.158
C 5.222 -2.214 -0.445
C 5.742 -0.837 -0.006
C 1.050 1.643 1.367
C -0.113 1.131 1.918
C -0.896 0.277 1.159
F -2.007 -0.235 1.719
H -6.629 -1.255 1.125
H -6.552 -2.639 0.009
H -7.209 -1.083 -0.557
H -6.556 0.979 0.374
H -5.651 3.245 0.292
H -3.343 3.641 -0.497
H -1.939 1.745 -1.184
H -3.206 -1.630 -1.452
H 0.912 0.183 -1.680
H 3.587 -0.084 -1.503
H 4.705 0.795 1.042
H 2.562 -0.816 1.097
H 3.976 -1.295 2.042
H 3.708 -3.268 0.741
H 3.055 -2.386 -0.629
H 5.882 -3.006 -0.095
H 5.181 -2.280 -1.532
H 6.302 -0.333 -0.790
H 6.382 -0.932 0.871
H 1.695 2.309 1.916
H -0.419 1.376 2.922
*
```

Computed properties:
HOMO (eV): -8.6

Electronic structure analysis, natural (NBO) charges in units of e: number 1, C, carries -0.2497; number 2, O, carries -0.5054; number 3, C, carries 0.2698; number 4, C, carries -0.2839; number 5, C, carries -0.2039; number 6, C, carries -0.2272; number 7, C, carries -0.2359; number 8, C, carries 0.1641; number 9, N, carries -0.6110; number 10, C, carries 0.6675; number 11, O, carries -0.5858; number 12, C, carries -0.2249; number 13, C, carries -0.1483; number 14, C, carries -0.3466; number 15, S, carries 2.3343; number 16, O, carries -0.9324; number 17, O, carries -0.9401; number 18, N, carries -0.8679; number 19, C, carries -0.0666; number 20, C, carries -0.4227; number 21, C, carries -0.4170; number 22, C, carries -0.4176; number 23, C, carries -0.4093; number 24, C, carries -0.1610; number 25, C, carries -0.2981; number 26, C, carries 0.4998; number 27, F, carries -0.3245; number 28, H, carries 0.1803; number 29, H, carries 0.2037; number 30, H, carries 0.1787; number 31, H, carries 0.2203; number 32, H, carries 0.2163; number 33, H, carries 0.2193; number 34, H, carries 0.2242; number 35, H, carries 0.4256; number 36, H, carries 0.2449; number 37, H, carries 0.4022; number 38, H, carries 0.2348; number 39, H, carries 0.2176; number 40, H, carries 0.2095; number 41, H, carries 0.2182; number 42, H, carries 0.2052; number 43, H, carries 0.2142; number 44, H, carries 0.2046; number 45, H, carries 0.2240; number 46, H, carries 0.2115; number 47, H, carries 0.2505; number 48, H, carries 0.2388



Most stable of them? arrangement i.



Arrangement i

Density functional theory data (wB97M-V/def2-TZVPD) for an isolated molecule of C3HCl3O2.

```
! RIJCOSX wB97M-V def2-TZVPD def2/J DEFGRID3
* xyz 0 1
O 2.125 -0.286 0.409
C 1.041 -0.428 0.849
C -0.274 -0.422 -0.091
Cl -0.203 -1.823 -1.114
Cl -1.590 -0.450 1.056
C -0.447 0.817 -0.899
O -0.468 0.837 -2.095
Cl -0.742 2.248 0.055
H 0.558 -0.494 1.831
*
```

Computed properties:
HOMO (eV): -10.9

Electronic structure analysis, natural (NBO) charges in units of e: number 1, O, carries -0.4380; number 2, C, carries 0.4560; number 3, C, carries -0.3177; number 4, Cl, carries 0.0790; number 5, Cl, carries 0.0419; number 6, C, carries 0.4903; number 7, O, carries -0.4460; number 8, Cl, carries -0.0088; number 9, H, carries 0.1433



Arrangement ii

Density functional theory data (wB97M-V/def2-TZVPD) for C3HCl3O2 as an isolated structure.

```
! RIJCOSX wB97M-V def2-TZVPD def2/J DEFGRID3
* xyz 0 1
C -1.478 0.008 -0.019
C -0.389 0.104 1.512
C 1.410 -0.025 -0.401
O -1.004 -0.937 0.775
O -1.036 1.044 0.674
Cl 2.229 -1.503 -0.053
Cl 0.242 -0.054 -1.589
Cl 2.344 1.407 -0.213
H -2.318 -0.044 -0.687
*
```

Computed properties:
HOMO (alpha / beta) (eV): -8.1 / -8.1

Electronic structure analysis, natural (NBO) charges in units of e: number 1, C, carries 0.4430; number 2, C, carries 0.3787; number 3, C, carries -0.4037; number 4, O, carries -0.4926; number 5, O, carries -0.4928; number 6, Cl, carries 0.0572; number 7, Cl, carries 0.2422; number 8, Cl, carries 0.0631; number 9, H, carries 0.2050



Most stable of them? arrangement i.



Arrangement i

Density functional theory data (wB97M-V/def2-TZVPD) for an isolated molecule of C4H3I.

```
! RIJCOSX wB97M-V def2-TZVPD def2/J DEFGRID3
* xyz 0 1
C -1.688 -0.412 -0.113
C -0.500 0.210 0.046
C 0.794 -0.114 0.039
C 2.513 -0.640 0.219
I 3.726 0.983 -0.104
H -2.597 0.157 -0.117
H -1.759 -1.482 -0.156
H -0.488 1.299 0.186
*
```

Computed properties:
HOMO (alpha / beta) (eV): -8.6 / -7.8

Electronic structure analysis, natural (NBO) charges in units of e: number 1, C, carries -0.3356; number 2, C, carries -0.4860; number 3, C, carries 0.2889; number 4, C, carries -0.3684; number 5, I, carries 0.1898; number 6, H, carries 0.2077; number 7, H, carries 0.2055; number 8, H, carries 0.2981



Arrangement ii

Density functional theory data (wB97M-V/def2-TZVPD) for C4H3I as an isolated structure.

```
! RIJCOSX wB97M-V def2-TZVPD def2/J DEFGRID3
* xyz 0 1
C -0.355 -1.371 0.492
C -0.943 -0.153 -1.005
C 0.041 -0.113 0.661
C 0.305 0.495 -0.712
I 0.189 2.678 -0.867
H -0.652 -2.248 1.009
H 0.156 0.504 1.549
H 1.260 0.207 -1.127
*
```

Computed properties:
HOMO (eV): -8.8

Electronic structure analysis, natural (NBO) charges in units of e: number 1, C, carries -0.1407; number 2, C, carries 0.1622; number 3, C, carries -0.2539; number 4, C, carries -0.5312; number 5, I, carries 0.0449; number 6, H, carries 0.2291; number 7, H, carries 0.2212; number 8, H, carries 0.2685



Most stable of them? arrangement ii.